[1]
C4H29NO10 | ωB97M-V with the def2-TZVPD basis set

Output
- SMILES = C[C@H](O)CCN.O.O.O.O.O.O.O.O.O
- energy relative to the best compared isomer or geometry (same formula, charge and spin) (kcal/mol) = 16.7
- frontier orbital gap (eV) = 10.32
- HOMO energy (eV) = -9.989

The geometry in ORCA input format:
```
! wB97M-V def2-TZVPD RIJCOSX def2/J DEFGRID3
* xyz 0 1
H -0.309 0.790 0.441
H -1.445 2.828 -0.395
H 0.752 0.310 2.767
H -1.186 -3.268 0.835
O 2.400 2.179 1.049
O -2.141 2.385 -0.964
H 1.014 0.620 -2.644
C 1.147 -0.643 2.310
O -0.156 1.867 -2.692
H 2.645 0.041 -1.227
H 2.077 -0.456 1.728
H -2.782 -1.111 0.953
H -2.129 -3.815 1.766
H -2.009 1.063 1.813
O 0.551 -2.427 -2.150
H 1.031 -3.150 -2.390
C -0.192 -0.318 0.176
H 0.236 -2.514 -1.229
H -0.909 1.969 -2.053
O 0.126 3.271 0.155
H -3.511 -0.515 -0.412
H -1.415 -1.785 -0.897
O -1.526 1.585 2.408
H 0.398 3.510 -0.683
H 1.343 -2.490 0.695
O 1.740 -0.027 -2.588
H -0.562 2.015 -3.545
H 0.674 -0.356 -0.511
H 4.070 0.255 -0.719
H -0.880 -1.403 1.974
O 3.194 0.074 -0.377
C -1.456 -0.701 -0.586
H 0.964 2.880 0.536
C 0.057 -1.204 1.383
O 0.459 -2.492 0.923
N -2.676 -0.425 0.239
H 2.667 1.404 0.496
H 1.320 -1.342 3.131
O -2.105 -3.375 0.974
H 2.466 1.878 1.994
H -1.588 -0.121 -1.519
H -1.144 2.251 1.806
H 1.264 -0.867 -2.523
H -2.470 1.633 -0.444
*
```


[2]
C4H5NO | ωB97M-V with the def2-TZVPD basis set

Output
- energy relative to the best compared isomer or geometry (same formula, charge and spin) (kcal/mol) = 97.8
- frontier orbital gap (eV) = 9.92
- HOMO energy (eV) = -9.376

The geometry in ORCA input format:
```
! wB97M-V def2-TZVPD RIJCOSX def2/J DEFGRID3
* xyz 0 1
H 2.065 0.898 0.672
C -1.354 0.604 0.155
C -1.000 -0.762 -0.066
H 2.185 -0.750 -0.170
O -0.099 -0.709 -1.128
H -1.668 -1.617 -0.047
N -0.383 1.382 -0.270
C 0.513 0.458 -0.741
H -2.199 0.984 0.718
H 0.353 -0.610 0.795
C 1.587 0.121 0.083
*
```


| no. | LUMO energy (hartree) |
| --- | --- |
| 1 | 0.012 |
| 2 | 0.020 |